No. 1
Below is a structure of composition C21H23BF2O6 at a distorted geometry, with properties calculated with ωB97M-V with the def2-TZVPD basis set.

Properties
E_tot (hartree): -1490.1404
Energy relative to the best compared isomer or geometry (same formula, charge and spin) (kcal/mol): 49.4
E_HOMO (Eh): -0.32271

Atoms and positions in Å:
C  5.157  3.051  -0.276
C  3.816  2.471  -0.533
C  2.673  3.268  -0.505
F  2.848  4.604  -0.247
C  1.396  2.792  -0.733
C  1.197  1.390  -0.914
C  -0.055  0.704  -0.995
C  -1.328  1.286  -0.709
C  -1.543  2.483  0.029
C  -2.815  3.006  0.115
F  -2.998  4.218  0.730
C  -3.950  2.374  -0.392
C  -5.290  2.998  -0.267
C  -3.748  1.146  -1.035
C  -2.486  0.618  -1.184
C  2.365  0.598  -1.018
C  3.627  1.113  -0.810
H  5.912  2.277  -0.433
H  5.375  3.889  -0.948
H  5.248  3.414  0.755
H  0.569  3.492  -0.782
H  -0.087  -0.171  -1.655
H  -0.720  2.992  0.525
H  -6.041  2.297  -0.638
H  -5.523  3.238  0.776
H  -5.371  3.924  -0.850
H  -4.614  0.610  -1.425
H  -2.347  -0.351  -1.660
H  2.229  -0.455  -1.227
H  4.491  0.454  -0.842
C  3.478  -4.073  -0.145
C  2.519  -2.955  0.177
O  1.240  -3.298  0.046
B  0.151  -2.389  0.459
H  0.171  -1.124  -0.251
O  -1.076  -3.190  0.275
C  -1.762  -3.173  -0.862
C  -2.791  -4.276  -0.887
O  -1.585  -2.381  -1.788
O  0.279  -2.122  1.902
C  -0.558  -1.225  2.429
C  -0.433  -1.142  3.931
O  -1.359  -0.554  1.791
O  2.922  -1.846  0.535
H  2.940  -4.980  -0.428
H  4.140  -3.744  -0.953
H  4.106  -4.253  0.733
H  -3.276  -4.356  0.090
H  -3.520  -4.080  -1.671
H  -2.283  -5.222  -1.111
H  0.492  -1.613  4.272
H  -0.483  -0.093  4.230
H  -1.301  -1.643  4.375

No. 2
Below is a structure of composition C21H23BrCl5O2Rh, with properties calculated with ωB97M-V with the def2-TZVPD basis set.

Properties
E_tot (hartree): -5950.0086
E_HOMO (Eh): -0.29732

Atoms and positions in Å:
Rh  -1.298  1.460  1.744
C  0.244  -3.676  -3.656
C  0.102  -4.071  -2.180
C  -1.201  -4.853  -2.014
C  1.269  -4.986  -1.783
C  0.128  -2.814  -1.311
C  -0.914  -2.460  -0.473
C  -0.787  -1.300  0.268
Br  -2.223  -0.770  1.428
C  0.304  -0.440  0.247
O  0.350  0.646  1.012
C  1.369  -0.796  -0.619
C  1.238  -1.962  -1.355
C  2.602  0.103  -0.730
C  2.177  1.494  -1.226
C  3.624  -0.453  -1.724
C  3.296  0.218  0.635
H  0.179  -4.563  -4.291
H  1.203  -3.195  -3.854
H  -0.548  -2.985  -3.950
H  -1.172  -5.744  -2.642
H  -2.067  -4.261  -2.316
H  -1.346  -5.181  -0.983
H  1.269  -5.887  -2.401
H  1.187  -5.287  -0.737
H  2.231  -4.489  -1.916
H  -1.810  -3.058  -0.390
H  2.049  -2.237  -2.014
H  1.734  1.427  -2.222
H  3.050  2.148  -1.286
H  1.452  1.948  -0.553
H  3.211  -0.540  -2.731
H  4.002  -1.430  -1.416
H  4.474  0.230  -1.775
H  2.645  0.674  1.377
H  4.196  0.829  0.539
H  3.595  -0.769  0.996
Cl  -2.199  7.774  4.765
C  -2.373  6.164  4.186
C  -1.375  5.585  3.418
Cl  0.056  6.451  3.020
C  -1.535  4.283  2.968
Cl  -0.278  3.535  1.998
C  -2.662  3.496  3.234
O  -2.812  2.278  2.810
C  -3.662  4.116  4.019
Cl  -5.064  3.187  4.373
C  -3.519  5.413  4.481
Cl  -4.763  6.118  5.435
C  -2.280  2.079  0.110
H  -3.339  1.872  0.254
H  -1.884  1.528  -0.743
H  -2.125  3.148  -0.023

No. 3
Below is a structure of composition C21H23BrN4O2Ti, with properties calculated with ωB97M-V with the def2-TZVPD basis set.

Properties
Total charge: +2
E_tot (hartree): -4606.6169
E_HOMO (Eh): -0.56904

Atoms and positions in Å:
Ti  0.012  -0.374  -0.255
O  -1.269  -1.424  -3.847
C  -0.605  -1.121  -2.890
N  -0.925  -0.166  -1.943
C  -2.304  0.289  -1.927
C  -2.959  -0.298  -0.706
C  -4.324  -0.241  -0.479
C  -4.840  -0.879  0.633
C  -3.974  -1.539  1.504
C  -2.624  -1.493  1.253
N  -2.112  -0.877  0.166
C  0.671  -1.863  -2.575
C  1.359  -2.559  -3.545
C  2.506  -3.245  -3.170
C  2.926  -3.208  -1.844
C  2.196  -2.476  -0.931
N  1.081  -1.818  -1.290
H  -2.818  -0.033  -2.835
H  -2.350  1.381  -1.897
H  -4.965  0.267  -1.186
H  -5.905  -0.875  0.820
H  -4.341  -2.070  2.371
H  -1.916  -1.958  1.925
H  0.977  -2.561  -4.556
H  3.072  -3.806  -3.902
H  3.813  -3.732  -1.520
H  2.501  -2.407  0.106
C  1.153  3.171  0.622
C  1.810  2.266  -0.398
C  1.625  2.747  -1.821
C  3.251  1.951  -0.060
O  1.096  0.949  -0.326
H  1.634  4.149  0.581
H  1.274  2.789  1.636
H  0.095  3.319  0.402
H  2.144  3.699  -1.945
H  0.572  2.907  -2.053
H  2.048  2.040  -2.534
H  3.832  2.874  -0.090
H  3.686  1.261  -0.782
H  3.339  1.536  0.944
Br  -1.751  2.775  4.183
C  -0.742  1.285  3.684
C  0.026  0.579  4.603
C  0.760  -0.511  4.164
C  0.712  -0.861  2.827
N  -0.035  -0.184  1.946
C  -0.751  0.868  2.365
H  0.047  0.879  5.643
H  1.368  -1.088  4.847
H  1.278  -1.705  2.452
H  -1.351  1.392  1.630